No. 1
Molecular formula: C4H10NO
Method: DFT, wB97M-V/def2-TZVPD

Positions of all 16 atoms, in Å:
C1 -2.377 1.973 0.379
C2 -1.536 0.774 0.133
C3 -0.241 0.614 0.365
N1 0.451 -0.624 0.167
C4 1.108 -1.378 0.944
H1 -2.944 1.952 1.327
H2 -1.785 2.923 0.437
H3 -3.092 2.182 -0.432
H4 -2.135 0.018 -0.388
H5 0.553 1.362 0.677
H6 0.332 -0.933 -0.810
H7 1.550 -2.206 0.415
H8 1.431 -0.935 1.870
H9 3.428 -1.524 -1.424
H10 2.672 -2.166 -2.313
O1 2.585 -2.032 -1.346

Calculated values
molar mass = 88.13 g mol⁻¹
DFT total energy = -288.0859 Eh
LUMO energy = -4.83 eV
charge = +1
gap between HOMO and LUMO = 9.632 eV
relative energy (zero: lowest compared OMol25 entry of this formula, charge and spin) = 48.46 kcal/mol



No. 2
Molecular formula: C4H4O3
Method: DFT, wB97M-V/def2-TZVPD

Positions of all 11 atoms, in Å:
C1 1.433 0.285 -0.054
C2 0.108 -0.296 0.035
C3 2.720 -0.085 0.031
C4 -1.231 0.100 -0.013
O1 3.858 -0.180 0.094
O2 -1.715 1.382 0.076
O3 -2.169 -0.862 0.087
H1 1.285 1.366 -0.479
H2 0.270 -1.446 0.152
H3 -2.604 1.433 0.493
H4 -1.955 -1.697 -0.422

Calculated values
molar mass = 100.07 g mol⁻¹
DFT total energy = -380.4462 Eh
LUMO energy = 0.39 eV
structure (SMILES) = O=C=CC=C(O)O
gap between HOMO and LUMO = 7.767 eV
relative energy (zero: lowest compared OMol25 entry of this formula, charge and spin) = 63.26 kcal/mol



No. 3
Molecular formula: C17H25BrNO3
Method: DFT, wB97M-V/def2-TZVPD

Positions of all 47 atoms, in Å:
C1 -2.293 3.254 1.057
C2 -2.637 2.040 1.892
C3 -3.976 1.932 2.294
C4 -4.418 0.856 3.047
C5 -3.508 -0.129 3.402
C6 -2.179 -0.024 3.011
C7 -1.712 1.050 2.253
C8 -0.237 1.091 1.870
C9 0.296 -0.281 1.466
N1 0.077 -0.481 0.022
C10 1.825 -0.333 1.619
C11 2.314 0.172 2.920
O1 2.869 1.191 3.100
Br1 2.001 -0.953 4.515
H1 -2.275 4.158 1.659
H2 -3.094 3.384 0.330
H3 -1.381 3.132 0.494
H4 -4.675 2.703 1.999
H5 -5.461 0.809 3.326
H6 -3.853 -0.974 3.978
H7 -1.489 -0.804 3.288
H8 0.288 1.514 2.731
H9 -0.123 1.811 1.047
H10 0.187 0.386 -0.510
H11 -0.828 -0.890 -0.148
H12 2.364 0.204 0.821
H13 2.120 -1.380 1.539
C12 2.305 2.139 -4.084
C13 1.932 1.063 -3.088
O2 0.868 1.063 -2.517
C14 2.940 -0.025 -2.828
H14 1.488 2.853 -4.171
H15 3.203 2.662 -3.749
H16 2.498 1.693 -5.061
H17 3.878 0.403 -2.466
H18 3.131 -0.588 -3.744
H19 2.544 -0.701 -2.074
C15 -0.162 -2.529 -2.612
C16 1.028 -3.385 -2.265
O3 2.055 -3.331 -2.903
C17 0.886 -4.287 -1.064
H20 0.070 -1.921 -3.483
H21 -1.027 -3.160 -2.830
H22 -0.393 -1.872 -1.772
H23 0.067 -4.992 -1.220
H24 0.677 -3.686 -0.178
H25 1.811 -4.839 -0.913

Calculated values
molar mass = 371.29 g mol⁻¹
DFT total energy = -3517.2437 Eh
LUMO energy = 2.87 eV
charge = -1
gap between HOMO and LUMO = 4.922 eV



No. 4
Molecular formula: C41H49NO4
Method: DFT, wB97M-V/def2-TZVPD

Positions of all 95 atoms, in Å:
C1 -5.221 -2.216 0.958
N1 -4.287 -2.765 1.955
O1 -3.230 -2.191 2.092
O2 -4.637 -3.702 2.629
H1 -5.622 -2.939 0.258
H2 -4.714 -1.411 0.436
H3 -5.994 -1.770 1.585
C2 1.388 -3.525 -0.555
O3 0.575 -2.623 -1.269
C3 1.226 -1.875 -2.277
C4 1.925 -0.670 -1.674
O4 2.661 0.027 -2.649
C5 3.532 0.981 -2.098
H4 0.737 -4.205 -0.007
H5 2.043 -3.022 0.163
H6 1.969 -4.137 -1.255
H7 0.423 -1.479 -2.896
H8 1.903 -2.535 -2.828
H9 2.438 -0.903 -0.736
H10 1.100 0.005 -1.401
H11 4.079 1.454 -2.915
H12 4.241 0.598 -1.360
H13 2.920 1.780 -1.662
C6 -4.365 -4.228 -2.182
C7 -3.295 -3.518 -1.649
C8 -2.536 -4.121 -0.646
C9 -2.840 -5.410 -0.228
C10 -3.863 -6.157 -0.806
C11 -4.687 -5.488 -1.716
H14 -4.871 -3.888 -3.080
H15 -3.059 -2.517 -1.966
H16 -1.591 -3.660 -0.378
H17 -2.224 -5.878 0.532
H18 -4.148 -7.148 -0.486
H19 -5.545 -6.013 -2.121
C12 3.878 1.873 1.399
C13 5.191 1.851 1.829
C14 6.137 2.785 1.451
C15 5.734 3.812 0.588
C16 4.402 3.902 0.196
C17 3.477 2.972 0.617
H20 3.152 1.153 1.747
H21 5.521 1.016 2.442
H22 7.193 2.660 1.640
H23 6.437 4.583 0.300
H24 4.015 4.732 -0.385
H25 2.414 3.156 0.511
C18 3.121 -0.277 7.286
C19 2.743 -1.450 7.921
C20 1.431 -1.926 7.782
C21 0.522 -1.235 7.005
C22 0.921 -0.080 6.340
C23 2.207 0.413 6.500
H26 4.121 0.114 7.430
H27 3.314 -2.059 8.611
H28 1.073 -2.810 8.294
H29 -0.456 -1.657 6.808
H30 0.343 0.507 5.636
H31 2.476 1.359 6.048
C24 -3.960 -0.351 -4.965
C25 -3.077 -0.656 -3.940
C26 -2.054 -1.562 -4.127
C27 -1.868 -2.205 -5.351
C28 -2.739 -1.894 -6.380
C29 -3.786 -0.995 -6.189
H32 -4.792 0.302 -4.737
H33 -3.077 -0.070 -3.025
H34 -1.360 -1.715 -3.309
H35 -0.960 -2.775 -5.491
H36 -2.679 -2.415 -7.328
H37 -4.481 -0.749 -6.981
C30 0.027 0.738 1.799
C31 -0.015 1.950 1.089
C32 -0.687 1.980 -0.132
C33 -1.270 0.808 -0.609
C34 -1.274 -0.370 0.121
C35 -0.694 -0.369 1.391
H38 0.508 0.748 2.770
H39 0.485 2.802 1.529
H40 -0.854 2.927 -0.628
H41 -1.796 0.841 -1.558
H42 -1.898 -1.212 -0.148
H43 -0.576 -1.276 1.969
C36 -0.273 6.353 -2.231
C37 1.079 6.706 -2.351
C38 1.924 6.594 -1.262
C39 1.440 6.155 -0.026
C40 0.090 5.884 0.100
C41 -0.743 5.925 -0.995
H44 -1.005 6.426 -3.022
H45 1.384 7.161 -3.285
H46 2.975 6.848 -1.332
H47 2.213 6.054 0.726
H48 -0.212 5.496 1.069
H49 -1.796 5.679 -0.925

Calculated values
molar mass = 619.85 g mol⁻¹
DFT total energy = -1947.2161 Eh
LUMO energy = 0.53 eV
structure (SMILES) = C[N+](=O)[O-].c1ccccc1.c1ccccc1.c1ccccc1.c1ccccc1.c1ccccc1.c1ccccc1.COCCOC
gap between HOMO and LUMO = 9.652 eV



No. 5
Molecular formula: C4H8F6Li2N3O14S7
Method: DFT, wB97M-V/def2-TZVPD

Positions of all 44 atoms, in Å:
Li1 0.923 -2.706 4.070
Li2 0.680 -4.069 1.387
N1 3.069 3.608 0.913
S1 2.868 3.548 2.565
O1 4.054 3.687 3.335
O2 1.842 2.684 3.029
F1 2.234 5.004 2.680
S2 3.198 2.052 0.599
O3 1.969 1.318 0.507
O4 4.345 1.417 1.176
F2 3.623 2.169 -0.943
N2 0.925 -2.340 2.194
S3 -0.171 -1.033 1.937
O5 -0.387 -0.685 0.600
O6 -0.084 -0.069 2.956
F3 -1.402 -1.918 2.387
S4 2.276 -1.605 1.668
O7 2.729 -0.619 2.565
O8 2.439 -1.547 0.271
F4 3.273 -2.875 1.981
N3 -3.019 -5.362 -0.445
S5 -3.059 -6.828 0.251
O9 -4.315 -7.134 0.831
O10 -1.837 -7.224 0.876
F5 -3.065 -7.680 -1.086
S6 -2.672 -4.374 0.746
O11 -1.343 -4.469 1.303
O12 -3.755 -4.068 1.608
F6 -2.472 -3.084 -0.161
C1 -0.885 3.038 -3.954
C2 -0.965 1.744 -3.150
C3 -0.333 2.033 -1.784
S7 -0.665 3.792 -1.439
O13 0.579 4.506 -1.359
O14 -1.664 3.993 -0.423
C4 -1.420 4.122 -3.057
H1 -1.415 2.982 -4.906
H2 0.164 3.224 -4.204
H3 -0.430 0.915 -3.611
H4 -2.003 1.428 -3.025
H5 0.723 1.783 -1.742
H6 -0.835 1.502 -0.977
H7 -1.233 5.162 -3.311
H8 -2.485 3.977 -2.858

Calculated values
molar mass = 674.45 g mol⁻¹
DFT total energy = -4776.5261 Eh
LUMO energy = -0.47 eV
charge = -1
gap between HOMO and LUMO = 5.851 eV
relative energy (zero: lowest compared OMol25 entry of this formula, charge and spin) = 0.00 kcal/mol



No. 6
Molecular formula: C6F18O18S6V
Method: DFT, wB97M-V/def2-TZVPD

Positions of all 49 atoms, in Å:
V1 0.499 -0.264 -0.351
C1 3.479 3.317 -0.821
F1 2.977 3.736 0.331
F2 3.814 4.415 -1.539
F3 4.643 2.670 -0.542
S1 2.338 2.265 -1.820
O1 1.253 3.156 -2.105
O2 3.190 1.911 -2.933
O3 2.056 1.185 -0.884
C2 0.550 -0.465 4.022
F4 1.142 -0.869 5.176
F5 -0.176 -1.503 3.585
F6 -0.295 0.516 4.363
S2 1.842 0.102 2.793
O4 1.880 1.515 2.979
O5 3.010 -0.634 3.224
O6 1.282 -0.372 1.537
C3 -2.030 0.820 -3.743
F7 -1.543 2.057 -3.885
F8 -2.833 0.796 -2.692
F9 -2.810 0.594 -4.850
S3 -0.701 -0.455 -3.692
O7 -0.050 -0.167 -2.419
O8 -1.417 -1.697 -3.766
O9 0.083 -0.094 -4.848
C4 -2.448 2.549 1.801
F10 -2.834 3.756 2.301
F11 -1.940 1.844 2.813
F12 -3.571 1.933 1.384
S4 -1.229 2.766 0.434
O10 -0.775 1.386 0.257
O11 -2.067 3.280 -0.612
O12 -0.276 3.674 1.000
C5 2.022 -4.026 0.642
F13 2.355 -3.054 1.487
F14 2.889 -5.059 0.831
F15 0.815 -4.474 0.978
S5 2.072 -3.469 -1.097
O13 1.520 -2.134 -1.031
O14 3.482 -3.566 -1.411
O15 1.234 -4.430 -1.768
C6 -3.419 -1.085 0.944
F16 -2.924 -0.596 2.096
F17 -4.650 -1.575 1.231
F18 -3.585 -0.072 0.097
S6 -2.353 -2.390 0.210
O16 -3.055 -2.757 -0.982
O17 -1.117 -1.653 0.025
O18 -2.330 -3.386 1.249

Calculated values
molar mass = 945.36 g mol⁻¹
DFT total energy = -6713.8667 Eh
LUMO energy (alpha / beta) = 8.28 / 8.28 eV
spin multiplicity = 4
charge = -4
⟨S²⟩ = 3.7522
gap between HOMO and LUMO (alpha / beta) = 5.620 / 8.166 eV
relative energy (zero: lowest compared OMol25 entry of this formula, charge and spin) = 7.61 kcal/mol



What did we get for max |F|? Answer: 0.0571 0.0786 0.0224 0.0342 0.0840 0.0211 Eh/bohr, in the order shown.